DFT (wB97M-V/def2-TZVPD) results for a molecular structure, H38O27S2Tl at a distorted geometry.

Kohn-Sham gap   0.144 hartree
HOMO level   -5.219 eV
Lowest unoccupied orbital energy   -1.299 eV

```
! RIJCOSX wB97M-V def2-TZVPD def2/J DEFGRID3
* xyz -1 1
Tl 4.482 20.727 0.102
S 4.516 23.273 -2.544
O 4.900 21.854 -2.466
O 3.281 23.385 -3.354
O 4.318 23.672 -1.168
O 5.545 24.007 -3.232
S 1.179 22.042 -0.767
O 1.213 23.371 -1.380
O 1.733 21.036 -1.666
O 2.128 22.031 0.345
O -0.146 21.747 -0.311
O 1.904 24.205 1.726
H 1.860 23.249 1.720
H 1.168 24.476 2.276
O 7.138 22.210 -4.720
H 6.755 22.277 -3.845
H 6.765 22.949 -5.202
O 0.164 19.989 1.885
H 0.513 20.832 1.595
H -0.452 20.212 2.582
O 6.390 20.358 2.754
H 7.307 20.603 2.631
H 6.396 19.777 3.514
O 6.506 17.166 -2.487
H 6.055 16.428 -2.896
H 7.160 17.435 -3.132
O 1.880 16.061 2.178
H 2.149 16.880 1.763
H 1.040 15.850 1.771
O 5.459 18.158 1.059
H 6.333 17.880 1.335
H 4.921 17.371 1.139
O 0.163 18.423 -1.684
H 0.163 19.380 -1.681
H -0.721 18.184 -1.962
O 4.394 22.780 2.303
H 4.094 23.538 2.805
H 4.954 22.296 2.911
O 4.562 18.812 -2.069
H 3.855 18.448 -2.601
H 5.261 18.159 -2.120
O 6.862 22.681 0.261
H 7.005 23.506 -0.201
H 7.713 22.243 0.241
O 2.055 18.733 0.262
H 1.325 19.253 0.596
H 1.715 18.325 -0.534
O 7.808 24.153 -1.753
H 7.076 24.054 -2.362
H 7.960 25.097 -1.713
O 2.943 20.006 2.746
H 2.996 19.560 3.591
H 2.040 19.868 2.458
O 2.957 16.477 -1.543
H 3.410 16.981 -2.219
H 3.574 15.783 -1.307
O 7.087 19.766 -0.953
H 7.101 18.948 -1.451
H 8.009 20.007 -0.862
O 8.797 21.355 2.352
H 9.032 22.089 2.919
H 9.634 20.954 2.118
O 3.491 20.512 -4.190
H 4.020 19.746 -4.412
H 4.032 21.007 -3.574
O 4.524 25.608 0.988
H 5.005 26.153 1.612
H 5.170 24.975 0.676
*
```